(1)
C41H63N2O12S6 | the ωB97M-V functional and the def2-TZVPD basis

Properties
Charge: +1
Frontier orbital gap, eV: 8.41
Energy above the lowest of the compared OMol25 structures with the same formula, charge and spin, kJ/mol: 0.0
HOMO level, Eh: -0.414

Each line ends with the Mulliken charge.
Cartesian coordinates (Å):
C1 3.82 -0.13 1.01  -0.760
C2 2.80 -1.01 0.67  -0.310
C3 1.69 -0.55 -0.03  -0.388
C4 1.61 0.80 -0.36  0.853
C5 0.41 1.37 -1.11  -1.336
C6 -0.38 2.23 -0.17  0.329
N1 0.07 3.47 0.10  0.254
C7 -0.53 4.33 0.96  -0.403
C8 -1.69 3.95 1.60  -0.962
C9 -2.19 2.67 1.36  0.146
C10 -1.54 1.80 0.49  0.281
C11 -2.07 0.43 0.29  -0.130
C12 -2.69 0.01 -0.88  -0.021
C13 -3.13 -1.31 -0.95  -0.636
N2 -3.03 -2.20 0.04  -0.658
C14 -2.44 -1.79 1.17  -0.544
C15 -1.96 -0.49 1.33  -0.479
C16 2.62 1.69 0.00  -0.311
C17 3.74 1.22 0.68  -0.600
H1 4.69 -0.50 1.54  0.428
H2 2.85 -2.05 0.94  0.388
H3 0.88 -1.21 -0.31  0.361
H4 -0.22 0.57 -1.49  0.551
H5 0.76 1.99 -1.93  0.485
H6 0.93 3.77 -0.35  0.178
H7 -0.05 5.28 1.10  0.444
H8 -2.18 4.62 2.28  0.482
H9 -3.09 2.34 1.86  0.539
H10 -2.79 0.68 -1.73  0.629
H11 -3.61 -1.65 -1.86  0.462
H12 -2.33 -2.50 1.97  0.574
H13 -1.49 -0.18 2.25  0.367
H14 2.53 2.73 -0.25  0.108
H15 4.51 1.93 0.96  0.509
C18 3.02 -5.83 2.18  -0.266
C19 3.15 -6.19 3.66  -0.486
C20 2.67 -4.98 4.48  -0.925
S1 1.46 -4.14 3.45  1.293
O1 1.97 -2.83 3.11  -0.532
O2 0.14 -4.28 4.03  -0.744
C21 1.62 -5.22 2.03  -1.048
H16 3.14 -6.70 1.54  0.453
H17 3.77 -5.10 1.91  0.130
H18 2.53 -7.06 3.89  0.310
H19 4.18 -6.45 3.92  0.228
H20 2.19 -5.27 5.41  0.418
H21 3.48 -4.28 4.68  0.411
H22 1.49 -4.63 1.12  0.463
H23 0.84 -5.97 2.10  0.371
C22 6.03 6.76 -0.12  -0.600
C23 6.13 6.04 1.23  -0.632
C24 4.74 6.06 1.87  -0.672
S2 3.57 6.12 0.51  1.019
O3 2.85 7.37 0.55  -0.709
O4 2.84 4.87 0.43  -0.654
C25 4.79 6.19 -0.80  -0.714
H24 6.92 6.60 -0.73  0.359
H25 5.91 7.83 0.04  0.304
H26 6.45 5.00 1.07  0.269
H27 6.87 6.50 1.88  0.334
H28 4.54 5.17 2.46  0.378
H29 4.58 6.95 2.47  0.396
H30 4.40 6.81 -1.61  0.443
H31 4.95 5.17 -1.16  0.357
C26 -6.09 0.63 -4.98  -0.534
C27 -5.52 -0.59 -4.24  -0.667
C28 -4.11 -0.85 -4.78  -0.752
S3 -3.49 0.75 -5.33  1.116
O5 -3.31 0.70 -6.76  -0.672
O6 -2.42 1.17 -4.45  -0.596
C29 -4.97 1.67 -4.96  -0.759
H32 -6.99 1.01 -4.51  0.384
H33 -6.33 0.36 -6.01  0.271
H34 -5.47 -0.37 -3.17  0.226
H35 -6.16 -1.46 -4.36  0.445
H36 -3.43 -1.24 -4.03  0.373
H37 -4.12 -1.51 -5.65  0.441
H38 -5.09 2.46 -5.71  0.439
H39 -4.85 2.11 -3.97  0.364
C30 9.04 -6.25 1.12  -0.561
C31 9.05 -6.98 2.46  -0.660
C32 7.68 -6.74 3.12  -0.713
S4 6.51 -6.50 1.78  1.238
O7 6.04 -5.14 1.84  -0.661
O8 5.61 -7.62 1.71  -0.712
C33 7.71 -6.61 0.45  -0.795
H40 9.88 -6.53 0.49  0.363
H41 9.09 -5.17 1.28  0.283
H42 9.20 -8.05 2.30  0.306
H43 9.85 -6.63 3.11  0.326
H44 7.35 -7.59 3.72  0.398
H45 7.67 -5.84 3.73  0.393
H46 7.42 -5.93 -0.35  0.400
H47 7.71 -7.64 0.10  0.363
C34 0.29 -1.03 6.08  -0.608
C35 -0.70 -0.83 7.24  -0.715
C36 -1.69 0.26 6.81  -0.755
S5 -1.78 0.17 5.02  1.403
O9 -1.26 1.40 4.46  -0.706
O10 -3.07 -0.32 4.60  -0.735
C37 -0.55 -1.12 4.82  -0.428
H48 0.90 -1.92 6.21  0.247
H49 0.97 -0.17 6.02  0.366
H50 -1.23 -1.77 7.42  0.298
H51 -0.19 -0.55 8.16  0.396
H52 -2.69 0.09 7.21  0.380
H53 -1.35 1.25 7.07  0.344
H54 0.01 -0.95 3.90  0.377
H55 -1.08 -2.07 4.76  0.319
C38 -10.68 4.10 -7.26  -0.536
C39 -9.47 4.94 -7.70  -0.677
C40 -8.21 4.23 -7.18  -0.663
S6 -8.63 2.48 -7.09  1.247
O11 -8.59 2.07 -5.71  -0.658
O12 -7.88 1.75 -8.08  -0.708
C41 -10.33 2.66 -7.60  -0.798
H56 -11.59 4.41 -7.76  0.355
H57 -10.84 4.20 -6.19  0.279
H58 -9.44 5.00 -8.79  0.310
H59 -9.53 5.96 -7.32  0.326
H60 -7.36 4.35 -7.84  0.396
H61 -7.95 4.56 -6.17  0.357
H62 -10.94 1.92 -7.08  0.401
H63 -10.37 2.48 -8.68  0.353


(2)
C41H65BrN4O8RbSi5 | the ωB97M-V functional and the def2-TZVPD basis

Properties
Charge: -1
Frontier orbital gap (spin up / spin down), eV: 6.20 / 5.76
Energy above the lowest of the compared OMol25 structures with the same formula, charge and spin, kJ/mol: 0.0
HOMO level (spin up / spin down), Eh: -0.168 / -0.151

Each line ends with the Mulliken charge.
Cartesian coordinates (Å):
Rb1 -1.55 0.68 -0.03  0.595
C1 3.69 1.35 4.38  -1.124
N1 3.25 0.24 3.56  0.371
C2 4.09 -0.95 3.55  -0.951
C3 2.15 0.27 2.77  -0.448
O1 1.85 -0.66 2.04  -0.733
C4 1.25 1.49 2.84  -0.370
O2 1.01 1.92 1.51  0.276
C5 0.42 3.19 1.42  -0.466
C6 -1.04 3.19 1.85  0.560
O3 -1.53 2.20 2.38  -0.487
N2 -1.74 4.33 1.63  0.283
C7 -3.17 4.34 1.87  -1.015
C8 -1.18 5.41 0.83  -1.007
H1 4.63 1.07 4.86  0.387
H2 2.98 1.59 5.18  0.346
H3 3.88 2.25 3.79  0.336
H4 4.24 -1.31 4.57  0.393
H5 5.06 -0.73 3.10  0.338
H6 3.59 -1.72 2.97  0.104
H7 1.68 2.32 3.42  0.750
H8 0.32 1.18 3.32  0.088
H9 0.49 3.48 0.37  -0.036
H10 0.97 3.93 2.02  0.439
H11 -3.43 3.48 2.48  0.256
H12 -3.71 4.28 0.92  0.304
H13 -3.45 5.26 2.38  0.370
H14 -1.01 5.08 -0.20  0.270
H15 -0.26 5.79 1.26  0.301
H16 -1.90 6.23 0.82  0.377
O4 -2.01 -1.55 -2.22  -0.516
H17 -2.44 -1.63 -1.35  0.318
H18 -2.21 -0.65 -2.52  0.325
O5 0.63 -1.18 -0.47  1.163
H19 -0.25 -1.57 -0.37  -0.008
H20 0.94 -1.05 0.44  -0.147
O6 -3.02 -1.41 0.41  -0.985
N3 -1.93 -1.73 1.13  0.509
Br1 -1.51 7.37 -4.90  -0.218
C9 -2.39 5.75 -4.46  -0.151
C10 -3.60 5.44 -5.06  -0.166
N4 -4.26 4.32 -4.81  -0.675
C11 -3.72 3.47 -3.94  -0.015
C12 -2.52 3.70 -3.28  0.221
C13 -1.84 4.88 -3.54  -0.063
C14 -1.95 2.69 -2.29  -0.052
O7 -2.36 1.52 -2.42  -0.960
O8 -1.10 3.12 -1.47  -0.396
H21 -4.03 6.13 -5.78  0.366
H22 -4.25 2.54 -3.75  0.492
H23 -0.90 5.07 -3.03  0.376
C15 4.01 1.87 -0.60  -0.721
Si1 3.38 1.91 -2.39  0.287
C16 2.27 3.42 -2.61  -0.524
C17 4.90 2.14 -3.49  -1.127
Si2 2.23 -0.06 -2.86  -0.138
Si3 1.20 -0.15 -4.95  0.458
C18 0.02 1.31 -5.15  -0.646
C19 0.26 -1.76 -5.17  -1.019
C20 2.48 -0.04 -6.33  -1.133
Si4 3.41 -2.02 -2.35  0.545
C21 2.28 -3.52 -2.55  -1.119
C22 4.89 -2.26 -3.51  -1.155
C23 4.13 -2.00 -0.60  -0.610
H24 4.39 2.86 -0.33  0.483
H25 4.82 1.15 -0.48  0.302
H26 3.21 1.61 0.09  -0.220
H27 2.71 4.27 -2.07  0.500
H28 1.26 3.26 -2.24  -0.372
H29 2.21 3.70 -3.66  0.426
H30 5.41 3.08 -3.24  0.356
H31 4.62 2.18 -4.55  0.255
H32 5.61 1.32 -3.37  0.254
H33 -0.83 1.22 -4.47  -0.125
H34 -0.37 1.32 -6.17  0.450
H35 0.51 2.26 -4.96  0.235
H36 -0.41 -1.97 -4.33  0.262
H37 0.96 -2.60 -5.26  0.248
H38 -0.33 -1.72 -6.09  0.370
H39 3.04 0.90 -6.29  0.282
H40 1.99 -0.10 -7.31  0.381
H41 3.21 -0.86 -6.27  0.236
H42 2.20 -3.81 -3.60  0.330
H43 1.28 -3.30 -2.17  0.215
H44 2.69 -4.36 -1.99  0.408
H45 4.57 -2.31 -4.55  0.270
H46 5.41 -3.19 -3.27  0.352
H47 5.60 -1.44 -3.42  0.252
H48 3.38 -1.81 0.16  -0.215
H49 4.91 -1.25 -0.51  0.273
H50 4.58 -2.98 -0.41  0.446
C24 1.63 -3.60 4.71  -0.380
C25 0.55 -3.13 5.44  -0.789
C26 -0.66 -2.86 4.81  -0.580
C27 -0.81 -3.05 3.44  0.402
C28 0.29 -3.52 2.72  0.031
C29 1.49 -3.80 3.34  -0.641
Si5 -2.41 -2.69 2.51  -0.393
C30 -3.57 -1.67 3.58  0.228
C31 -3.24 -0.35 3.87  0.047
C32 -4.08 0.45 4.63  -0.647
C33 -5.27 -0.06 5.12  -0.506
C34 -5.62 -1.37 4.84  -0.626
C35 -4.78 -2.17 4.08  -0.539
C36 -3.23 -4.32 2.07  0.089
C37 -2.72 -5.55 2.50  -0.316
C38 -3.31 -6.74 2.10  -0.699
C39 -4.41 -6.73 1.26  -0.396
C40 -4.92 -5.52 0.81  -0.777
C41 -4.33 -4.33 1.21  0.047
H51 2.57 -3.82 5.20  0.441
H52 0.65 -2.97 6.51  0.374
H53 -1.49 -2.48 5.40  0.393
H54 0.21 -3.65 1.64  0.381
H55 2.33 -4.16 2.75  0.374
H56 -2.32 0.08 3.47  0.432
H57 -3.79 1.48 4.83  0.414
H58 -5.93 0.57 5.71  0.356
H59 -6.56 -1.77 5.22  0.380
H60 -5.07 -3.19 3.86  0.368
H61 -1.86 -5.58 3.15  0.316
H62 -2.90 -7.68 2.45  0.384
H63 -4.86 -7.67 0.94  0.359
H64 -5.77 -5.50 0.14  0.379
H65 -4.72 -3.39 0.84  0.415


(3)
C41H65Cl6KMgN4O18P2S | the ωB97M-V functional and the def2-TZVPD basis

Properties
Charge: 0
Frontier orbital gap, eV: 0.75
HOMO level, Eh: -0.201

Each line ends with the Mulliken charge.
Cartesian coordinates (Å):
C1 -5.01 3.09 -2.66  -1.435
C2 -3.74 2.64 -2.39  0.121
C3 -3.28 2.21 -1.01  2.091
C4 -4.48 1.74 -0.13  0.246
C5 -4.88 2.89 0.87  0.249
C6 -5.71 4.03 0.21  -1.308
O1 -6.23 2.93 1.19  -0.553
N1 -2.65 3.40 -0.34  0.060
P1 -2.62 5.01 -1.24  0.033
C7 -1.20 5.01 -2.48  -1.301
C8 -2.18 6.37 -0.02  -0.915
C9 -0.75 6.95 -0.23  -1.214
C10 -1.64 2.97 0.43  0.004
N2 -0.76 3.63 1.13  0.113
C11 0.28 3.02 1.97  -0.867
N3 -1.66 1.55 0.46  0.184
C12 -2.06 1.21 -0.93  0.776
C13 -0.97 1.53 -1.97  -0.562
C14 0.20 0.50 -2.02  -1.855
C15 0.87 0.27 -0.66  1.604
C16 2.34 -0.21 -0.72  -1.439
C17 2.70 -1.14 0.44  0.769
C18 2.27 -0.67 1.86  0.319
C19 3.31 0.20 2.62  -1.115
C20 3.90 1.39 1.82  -0.208
C21 5.34 1.03 1.36  -1.184
C22 -2.46 -0.27 -1.09  0.301
C23 -3.00 -0.62 -2.50  -0.570
C24 -2.30 -1.84 -3.17  -0.063
S1 -1.81 -1.44 -4.86  1.165
O2 -0.71 -0.51 -4.88  -0.639
O3 -1.50 -2.67 -5.49  -0.493
O4 -3.02 -0.72 -5.60  -0.498
H1 -5.18 4.13 -2.94  0.224
H2 -5.88 2.42 -2.61  0.349
H3 -3.07 2.58 -3.26  0.235
H4 -5.40 1.52 -0.68  0.056
H5 -4.23 0.92 0.58  -1.188
H6 -4.15 3.19 1.63  0.438
H7 -6.49 3.79 -0.50  0.292
H8 -5.89 4.80 0.95  0.463
H9 -1.21 6.01 -2.91  0.693
H10 -0.24 4.72 -2.05  0.255
H11 -1.52 4.32 -3.27  0.212
H12 -2.91 7.18 -0.06  0.604
H13 -2.19 5.98 1.02  0.553
H14 -0.47 7.61 0.60  0.380
H15 0.01 6.16 -0.26  0.303
H16 -0.73 7.50 -1.17  0.278
H17 -0.78 4.64 1.08  0.096
H18 1.20 3.60 1.93  0.385
H19 -0.09 3.10 3.01  0.382
H20 0.40 1.96 1.77  0.045
H21 -2.20 1.11 1.20  0.282
H22 -1.35 1.58 -2.99  0.377
H23 -0.47 2.49 -1.78  0.104
H24 -0.09 -0.45 -2.49  0.189
H25 0.95 0.95 -2.69  0.681
H26 0.87 1.23 -0.14  -0.895
H27 0.30 -0.47 -0.08  0.134
H28 2.98 0.68 -0.75  0.482
H29 2.55 -0.73 -1.67  0.514
H30 3.78 -1.33 0.48  0.580
H31 2.19 -2.10 0.27  -1.005
H32 2.14 -1.58 2.46  -0.101
H33 1.31 -0.14 1.90  -0.053
H34 2.77 0.63 3.48  0.359
H35 4.07 -0.46 3.06  0.435
H36 3.25 1.76 1.03  0.043
H37 4.01 2.21 2.55  0.467
H38 6.05 1.24 2.16  0.192
H39 5.40 -0.03 1.13  0.199
H40 5.60 1.66 0.50  0.397
H41 -1.64 -0.94 -0.78  -1.241
H42 -3.28 -0.53 -0.40  0.706
H43 -4.06 -0.88 -2.42  0.366
H44 -2.96 0.22 -3.20  0.112
H45 -3.02 -2.66 -3.28  0.704
H46 -1.42 -2.16 -2.61  -0.616
H47 -2.79 0.22 -5.66  0.362
C25 -2.48 -6.19 -6.80  0.237
Cl1 -1.12 -6.52 -5.71  -0.085
Cl2 -3.94 -5.85 -5.80  -0.116
Cl3 -2.04 -4.79 -7.81  -0.069
Cl4 -2.78 -7.60 -7.82  -0.067
C26 9.01 0.93 5.54  -0.417
C27 8.23 0.57 4.40  0.490
C28 8.98 0.63 3.08  0.619
O5 8.49 0.29 2.02  -0.572
C29 10.34 1.13 3.10  -0.395
C30 11.12 1.51 4.24  0.266
C31 10.40 1.35 5.57  0.415
O6 10.93 1.55 6.64  -0.552
O7 12.26 1.92 4.23  -0.540
O8 7.06 0.23 4.41  -0.586
H48 8.54 0.91 6.52  0.451
H49 10.79 1.21 2.12  0.449
Mg1 -4.73 0.56 2.61  0.154
Cl5 -4.60 -4.88 -7.93  -0.547
C32 1.93 -4.93 -0.73  -1.444
C33 1.77 -5.92 -1.62  0.160
C34 0.45 -6.16 -2.29  0.830
O9 0.36 -7.06 -3.10  -0.613
C35 -0.67 -5.29 -1.94  -0.456
C36 -0.50 -4.30 -1.06  0.332
C37 0.82 -4.05 -0.40  0.888
O10 0.91 -3.12 0.39  -0.415
O11 -1.50 -3.48 -0.70  -0.641
O12 2.76 -6.74 -1.94  -0.602
H50 2.87 -4.74 -0.24  0.809
H51 -1.62 -5.48 -2.43  0.558
H52 -1.12 -2.86 -0.06  0.098
H53 2.38 -7.36 -2.60  0.359
C38 -0.83 -7.60 5.94  -0.723
O13 -0.41 -7.94 4.60  -0.323
P2 0.60 -7.04 3.83  0.825
O14 1.01 -7.55 2.51  -0.651
O15 1.83 -6.85 4.87  -0.380
C39 2.60 -8.01 5.20  -0.830
O16 -0.08 -5.60 3.82  -0.358
C40 0.46 -4.63 2.90  -1.118
H54 -0.64 -8.46 6.58  0.278
H55 -0.30 -6.74 6.34  0.329
H56 -1.90 -7.39 5.93  0.291
H57 2.52 -8.78 4.43  0.424
H58 2.25 -8.42 6.15  0.276
H59 3.65 -7.73 5.31  0.333
H60 0.03 -4.80 1.92  0.817
H61 1.53 -4.70 2.85  0.292
H62 0.19 -3.63 3.23  0.354
Cl6 -3.61 6.91 -2.61  -0.547
K1 2.87 -5.95 3.06  1.097
C41 -6.30 9.45 -3.01  -0.654
N4 -7.48 10.15 -3.58  0.870
O17 -8.14 9.56 -4.41  -0.522
O18 -7.71 11.27 -3.18  -0.542
H63 -6.22 8.47 -3.46  0.298
H64 -5.42 10.05 -3.24  0.266
H65 -6.45 9.37 -1.94  0.262